[1]
Entry from the OMol25 dataset: 2 unconnected molecules or ions with the total composition CH4ClNO in a non-equilibrium geometry (ωB97M-V/def2-TZVPD).

The LUMO energy is 0.71 eV. The value obtained for the HOMO-LUMO gap is 9.69 eV. The calculation puts the energy above the lowest of the compared OMol25 structures with the same formula, charge and spin at 4.100 eV. For the largest force on an atom, the calculation gives 2.9 eV/A. The electronic energy is -17158.3947 eV.

Atoms and positions in Å:
C  0.487  -0.492  -0.006
N  -1.000  0.852  0.278
O  1.587  0.201  0.112
Cl  -2.297  0.094  -0.676
H  0.229  -0.940  -1.069
H  0.627  -1.340  0.687
H  -1.454  0.832  1.271
H  1.821  0.792  -0.597

Results of the Löwdin charge analysis, in e, for atoms 1 through 4: -0.2115, -0.4557, -0.0226, 0.3509


[2]
Entry from the OMol25 dataset: CH4ClNO in the gas phase in a non-equilibrium geometry (ωB97M-V/def2-TZVPD).

The LUMO energy is 0.80 eV. The value obtained for the HOMO-LUMO gap is 10.60 eV. As for the SMILES: N[C@@H](O)Cl. The calculation puts the energy above the lowest of the compared OMol25 structures with the same formula, charge and spin at 1.667 eV. For the largest force on an atom, the calculation gives 7.2 eV/A. The electronic energy is -17160.8277 eV.

Atoms and positions in Å:
C  -0.216  -0.129  -0.223
N  0.683  0.784  0.206
O  -0.158  -1.364  0.237
Cl  -1.904  0.513  0.096
H  -0.210  -0.231  -1.544
H  0.292  1.691  0.020
H  0.884  0.560  1.120
H  0.629  -1.823  0.089

Results of the Löwdin charge analysis, in e, for atoms 1 through 4: -0.9504, 0.0353, -0.0234, 0.5451


[3]
Entry from the OMol25 dataset: a molecular structure, CH4F2P2 in a non-equilibrium geometry (ωB97M-V/def2-TZVPD).

The LUMO energy is -1.68 eV. The value obtained for the HOMO-LUMO gap is 8.14 eV. The calculation puts the energy above the lowest of the compared OMol25 structures with the same formula, charge and spin at 3.037 eV. For the largest force on an atom, the calculation gives 4.1 eV/A. The electronic energy is -25110.1705 eV.

Atoms and positions in Å:
C  0.531  -0.007  0.211
F  0.360  1.987  -0.756
F  1.869  -0.068  0.404
P  -0.076  -0.079  -1.374
P  -0.309  0.041  1.811
H  0.334  -1.562  -1.414
H  1.172  0.099  -2.063
H  -1.460  0.820  1.378
H  0.468  1.195  2.242

Results of the Löwdin charge analysis, in e, for atoms 1 through 4: -0.8627, -0.5441, -0.0372, 0.7710


[4]
Entry from the OMol25 dataset: 2 unconnected molecules or ions with the total composition CH4F3N2 in a non-equilibrium geometry (ωB97M-V/def2-TZVPD).

The LUMO energy (spin up / spin down) is -3.98 / -10.26 eV. The value obtained for the HOMO-LUMO gap (spin up / spin down) is 8.95 / 8.76 eV. The calculation puts the energy above the lowest of the compared OMol25 structures with the same formula, charge and spin at 0.030 eV. For the largest force on an atom, the calculation gives 8.1 eV/A. The net charge is +1. The electronic energy is -12217.4570 eV. The multiplicity is 3.

Atoms and positions in Å:
C  0.610  -1.043  0.725
N  0.311  0.218  0.851
N  0.152  1.073  -0.230
F  0.741  2.236  0.167
F  0.833  0.701  -1.330
F  -1.640  -0.325  -1.224
H  0.965  -1.307  -0.327
H  0.548  -1.789  1.460
H  -2.404  -0.412  -1.760
H  -0.116  0.648  1.668

Results of the Löwdin charge analysis, in e, for atoms 1 through 4: 0.0534, 0.0640, 0.0541, 0.1598


[5]
Entry from the OMol25 dataset: a molecular structure, CH4FIP2 in a non-equilibrium geometry (ωB97M-V/def2-TZVPD).

The LUMO energy is 0.21 eV. The value obtained for the HOMO-LUMO gap is 9.45 eV. The calculation puts the energy above the lowest of the compared OMol25 structures with the same formula, charge and spin at 2.849 eV. For the largest force on an atom, the calculation gives 3.4 eV/A. The electronic energy is -30495.7359 eV.

Atoms and positions in Å:
C  -2.010  0.677  0.075
F  -1.790  1.966  -0.292
P  0.952  0.321  0.115
P  -0.869  -0.454  -0.769
I  -3.978  -0.147  0.059
H  -1.649  0.691  1.163
H  1.916  0.324  -0.883
H  1.201  -1.116  0.174
H  -0.901  -1.284  0.346

Results of the Löwdin charge analysis, in e, for atoms 1 through 4: -1.2237, -0.1410, 0.5017, 0.5018


[6]
Entry from the OMol25 dataset: 2 unconnected molecules or ions with the total composition CH4FN2O in a non-equilibrium geometry (ωB97M-V/def2-TZVPD).

The LUMO energy is -5.16 eV. The value obtained for the HOMO-LUMO gap is 12.96 eV. The calculation puts the energy above the lowest of the compared OMol25 structures with the same formula, charge and spin at 2.865 eV. For the largest force on an atom, the calculation gives 4.5 eV/A. The net charge is +1. The electronic energy is -8835.4221 eV.

Atoms and positions in Å:
C  0.535  0.788  0.156
N  1.778  0.209  0.040
N  2.856  -0.124  0.013
O  3.889  -0.576  -0.015
F  -0.673  -1.986  -0.133
H  -0.038  0.265  0.820
H  0.522  1.805  0.403
H  0.103  0.831  -0.838
H  -0.921  -2.682  -0.595

Results of the Löwdin charge analysis, in e, for atoms 1 through 4: 0.0441, 0.2408, 0.0059, 0.3376


[7]
Entry from the OMol25 dataset: 2 unconnected molecules or ions with the total composition CH4FNO in a non-equilibrium geometry (ωB97M-V/def2-TZVPD).

The LUMO energy is 0.57 eV. The value obtained for the HOMO-LUMO gap is 10.83 eV. The calculation puts the energy above the lowest of the compared OMol25 structures with the same formula, charge and spin at 5.054 eV. For the largest force on an atom, the calculation gives 5.6 eV/A. The electronic energy is -7351.6177 eV.

Atoms and positions in Å:
C  0.649  -0.315  -0.050
N  -1.392  0.567  -0.475
O  -0.642  -0.501  -0.780
F  -2.302  0.368  0.754
H  0.988  0.729  -0.176
H  1.388  -1.013  -0.432
H  0.537  -0.669  0.964
H  -2.505  0.542  -1.311

Results of the Löwdin charge analysis, in e, for atoms 1 through 4: -0.0343, -0.0507, -0.2076, -0.2193


[8]
Entry from the OMol25 dataset: a molecular structure, CH4FNO2S2 in a non-equilibrium geometry (ωB97M-V/def2-TZVPD).

The LUMO energy is 0.24 eV. The value obtained for the HOMO-LUMO gap is 9.33 eV. The calculation puts the energy above the lowest of the compared OMol25 structures with the same formula, charge and spin at 0.678 eV. For the largest force on an atom, the calculation gives 5.6 eV/A. The electronic energy is -31071.4027 eV.

Atoms and positions in Å:
C  -1.628  0.252  0.530
N  0.198  -0.025  -1.494
O  -0.166  -1.915  0.224
O  1.150  0.250  1.048
F  3.230  0.204  -0.497
S  -0.084  -0.520  -0.044
S  2.076  1.229  0.234
H  -2.411  -0.146  -0.213
H  -1.458  1.219  0.674
H  -1.873  -0.153  1.574
H  0.967  -0.396  -2.037

Results of the Löwdin charge analysis, in e, for atoms 1 through 4: -0.1204, -0.2242, -0.3186, -0.6780


[9]
Entry from the OMol25 dataset: 2 unconnected molecules or ions with the total composition CH4FNP2 in a non-equilibrium geometry (ωB97M-V/def2-TZVPD).

The LUMO energy (spin up / spin down) is -0.49 / -1.72 eV. The value obtained for the HOMO-LUMO gap (spin up / spin down) is 6.48 / 8.21 eV. The calculation puts the energy above the lowest of the compared OMol25 structures with the same formula, charge and spin at 0.000 eV. For the largest force on an atom, the calculation gives 2.3 eV/A. The electronic energy is -23884.6500 eV. The multiplicity is 3.

Atoms and positions in Å:
C  0.819  -1.430  0.459
N  0.347  1.070  -0.163
F  -2.816  1.852  -0.496
P  0.970  2.165  -1.024
P  -0.450  -0.062  0.589
H  0.192  -2.324  0.246
H  1.260  -1.704  1.469
H  1.628  -1.289  -0.259
H  -1.949  1.724  -0.820

Results of the Löwdin charge analysis, in e, for atoms 1 through 4: -0.3808, -0.9345, -0.1186, 0.5850


[10]
Entry from the OMol25 dataset: 2 unconnected molecules or ions with the total composition CH4FNS2 in a non-equilibrium geometry (ωB97M-V/def2-TZVPD).

The LUMO energy is -1.62 eV. The value obtained for the HOMO-LUMO gap is 7.56 eV. As for the SMILES: FSN=S.C. The calculation puts the energy above the lowest of the compared OMol25 structures with the same formula, charge and spin at 0.887 eV. For the largest force on an atom, the calculation gives 1.5 eV/A. The electronic energy is -26977.8011 eV.

Atoms and positions in Å:
C  -1.591  -0.126  0.121
N  2.298  0.856  -0.454
F  1.578  -1.769  0.485
S  1.442  2.136  -0.347
S  2.633  -0.593  -0.302
H  -1.379  -0.894  -0.610
H  -2.133  0.685  -0.348
H  -2.185  -0.543  0.922
H  -0.662  0.247  0.532

Results of the Löwdin charge analysis, in e, for atoms 1 through 4: -0.0525, -1.1086, -0.5118, 0.6628


[11]
Entry from the OMol25 dataset: 2 unconnected molecules or ions with the total composition CH4FO3P in a non-equilibrium geometry (ωB97M-V/def2-TZVPD).

The LUMO energy (spin up / spin down) is 0.35 / -4.57 eV. The value obtained for the HOMO-LUMO gap (spin up / spin down) is 4.99 / 5.89 eV. The calculation puts the energy above the lowest of the compared OMol25 structures with the same formula, charge and spin at 9.643 eV. For the largest force on an atom, the calculation gives 4.9 eV/A. The electronic energy is -19236.9642 eV. The multiplicity is 3.

Atoms and positions in Å:
C  0.332  0.266  -0.210
O  -2.663  -0.861  -0.179
O  -0.631  -0.163  0.552
O  -1.856  0.247  0.010
F  0.375  1.700  -0.187
P  1.948  -0.579  0.240
H  0.148  0.068  -1.671
H  -2.779  -1.286  0.720
H  2.936  0.134  -0.673
H  2.190  0.474  1.399

Results of the Löwdin charge analysis, in e, for atoms 1 through 4: -0.7633, -0.0164, -0.1053, -0.1421


[12]
Entry from the OMol25 dataset: 2 unconnected molecules or ions with the total composition CH4FOPS in a non-equilibrium geometry (ωB97M-V/def2-TZVPD).

The LUMO energy is -0.33 eV. The value obtained for the HOMO-LUMO gap is 8.79 eV. As for the SMILES: C=P(F)=S.O. The calculation puts the energy above the lowest of the compared OMol25 structures with the same formula, charge and spin at 2.782 eV. For the largest force on an atom, the calculation gives 2.9 eV/A. The electronic energy is -25990.3662 eV.

Atoms and positions in Å:
C  -1.568  -1.549  1.523
O  2.261  1.679  -1.746
F  -0.680  -0.509  -0.874
P  -1.011  -0.188  0.739
S  -0.351  1.567  1.264
H  -1.527  -1.485  2.571
H  2.385  0.774  -2.050
H  -2.004  -2.431  1.114
H  2.495  2.142  -2.540

Results of the Löwdin charge analysis, in e, for atoms 1 through 4: -0.2507, -0.0602, -0.3168, 0.3663